#one
16
Properties=species:S:1:pos:R:3 method="wB97M-V/def2-TZVPD" spin_multiplicity=1 homo_lumo_gap_ev="8.89 / 8.89" charge=0 lumo_ev="0.91 / 0.91"
C -0.3096 -0.6662 -0.4475
C 1.1905 0.6643 0.2429
C -1.3572 -0.7036 0.6292
N 1.8860 -1.5486 -0.1644
N 0.5912 -1.7658 -0.4511
N 2.1982 -0.3820 0.1913
N 1.4359 1.7536 -0.5655
O 3.3782 -0.0375 0.4399
H -0.6617 -0.3439 -1.4251
H 0.8052 0.8712 1.2339
H -2.1863 -1.3427 0.3160
H -1.7532 0.2915 0.8167
H -0.9427 -1.1094 1.5498
H 0.5031 -2.4736 -1.1701
H 1.3862 2.6657 -0.1416
H 2.2368 1.6426 -1.1718

***

#two
16
Properties=species:S:1:pos:R:3 method="wB97M-V/def2-TZVPD" spin_multiplicity=1 homo_lumo_gap_ev=8.76 charge=0 lumo_ev=0.16
C 2.4432 -0.1796 0.4152
C 0.1145 -0.9760 -0.0057
C -3.3507 -0.1800 0.0196
H 2.9582 0.0321 1.5743
H 2.2171 -1.4764 0.2395
H 3.3160 0.6049 -0.4587
H 1.4847 2.0614 0.1772
H 1.0538 1.6141 -1.1821
H 0.8097 -1.9458 0.2853
H -1.7059 0.8431 -0.5893
H -3.7511 -1.2564 -0.0986
N 1.0532 0.1247 -0.0260
N 0.7151 1.3640 -0.1619
N -1.1814 -1.2571 -0.1167
N -2.0049 -0.1188 -0.6549
O -4.1716 0.7458 0.5828

***

Relative energies, in kcal/mol, with the most stable structure set to zero: #one 0.0; #two 77.7.

***

#one
9
Properties=species:S:1:pos:R:3 method="wB97M-V/def2-TZVPD" spin_multiplicity=1 homo_lumo_gap_ev=10.11 charge=0 lumo_ev=0.22 smiles="O=CC1=CC1"
O -2.9055 -0.3421 -0.1925
C -1.7851 -0.0331 0.1064
C -0.0937 -0.2569 -0.2616
C 1.0255 -0.8141 -0.4801
C 1.0894 0.5655 0.1643
H -1.6440 0.5945 0.9664
H 1.6280 -1.5365 -0.9660
H 1.3768 1.2762 -0.4840
H 1.3087 0.5465 1.1469

***

#two
9
Properties=species:S:1:pos:R:3 method="wB97M-V/def2-TZVPD" spin_multiplicity=1 homo_lumo_gap_ev=10.48 charge=0 lumo_ev=0.43 smiles="CC#CC=O"
C 0.9382 -0.8615 0.8779
C 0.4693 -0.6013 -0.4735
C -0.2524 -0.0458 -1.2804
C -1.1576 1.0878 -1.0436
O -1.5423 1.2988 0.0864
H 0.6127 -1.8270 1.2725
H 0.3601 -0.0781 1.4027
H 2.0118 -0.7247 1.0280
H -1.4398 1.7518 -1.8700

***

Relative energies, in kcal/mol, with the most stable structure set to zero: #one 33.3; #two 0.0.

***

#one
9
Properties=species:S:1:pos:R:3 method="wB97M-V/def2-TZVPD" spin_multiplicity=1 homo_lumo_gap_ev=9.29 charge=0 lumo_ev=0.47
O -1.2390 1.4181 1.3331
C -0.7195 0.3672 0.7138
N -0.9483 -0.0673 -0.4399
N -0.0507 -0.6217 -1.1908
C 1.4542 -0.6995 0.0878
N 1.1329 -0.0352 1.0418
H -1.2962 2.1674 0.7134
H -0.5481 -1.2747 -1.8158
H 2.2146 -1.2543 -0.4435

***

#two
9
Properties=species:S:1:pos:R:3 method="wB97M-V/def2-TZVPD" spin_multiplicity=1 homo_lumo_gap_ev=9.53 charge=0 lumo_ev=0.52
C 0.2857 0.0872 -0.1235
C -1.4897 -0.1628 0.8383
H 2.6008 -0.0339 0.2106
H 1.8349 0.2164 -1.5994
H -2.2214 -0.3076 1.5876
N 1.6307 0.0594 -0.6131
N -0.6578 0.2933 -0.9780
N -1.8856 0.0082 -0.3578
O -0.0975 -0.1603 1.0353

***

#three
9
Properties=species:S:1:pos:R:3 method="wB97M-V/def2-TZVPD" spin_multiplicity=1 homo_lumo_gap_ev=8.86 charge=0 lumo_ev=-0.74
N -0.7307 1.5314 -0.3591
C 0.0511 0.5042 0.0603
N -0.1562 -0.6364 -0.6078
C 0.5612 -1.5837 -0.0019
N 1.4334 -1.2848 0.9075
O 0.9046 0.5387 1.0206
H -1.4807 1.2177 -0.9642
H -0.9009 2.3512 0.1964
H 0.3181 -2.6383 -0.2517

***

#four
9
Properties=species:S:1:pos:R:3 method="wB97M-V/def2-TZVPD" spin_multiplicity=1 homo_lumo_gap_ev=10.07 charge=0 lumo_ev=0.91 smiles=Oc1c[nH]nn1
O -1.5663 -0.7211 -1.1267
C -0.5348 -0.1580 -0.4723
C -0.0586 -0.4483 0.7815
N 1.0001 0.3997 0.8910
N 1.1645 1.1420 -0.1951
N 0.2211 0.8147 -1.0294
H -1.5557 -0.3445 -2.0190
H -0.3766 -1.1222 1.5608
H 1.7063 0.4377 1.6094

***

Relative energies, in kcal/mol, with the most stable structure set to zero: #one 73.3; #two 36.0; #three 25.3; #four 0.0.

***

#one
9
Properties=species:S:1:pos:R:3 method="wB97M-V/def2-TZVPD" spin_multiplicity=1 homo_lumo_gap_ev=9.52 charge=0 lumo_ev=0.51 smiles="O=c1nc[nH][nH]1"
O -0.7090 1.7578 -0.7577
C -0.2691 0.7241 -0.3656
N 1.0553 0.1371 -0.5916
C 1.1517 -0.8984 0.1581
N -0.0103 -1.2073 0.8246
N -0.9519 -0.2694 0.4105
H 1.9449 -1.6254 0.3475
H -0.3005 -1.6930 1.7288
H -1.9189 -0.3212 0.7262

***

#two
9
Properties=species:S:1:pos:R:3 method="wB97M-V/def2-TZVPD" spin_multiplicity=1 homo_lumo_gap_ev=10.26 charge=0 lumo_ev=0.65 smiles="O=c1nc[nH][nH]1"
O 2.2094 -0.7660 -0.2469
C 1.0303 -0.4985 -0.3113
N -0.1116 -1.2747 -0.5646
C -1.0860 -0.5347 -0.1496
N -0.7139 0.6599 0.4285
N 0.6385 0.7884 0.0566
H -2.1363 -0.8158 -0.2234
H -1.3135 1.4764 0.3470
H 1.4414 0.9754 0.6686

***

Relative energies, in kcal/mol, with the most stable structure set to zero: #one 3.0; #two 0.0.

***

#one
9
Properties=species:S:1:pos:R:3 method="wB97M-V/def2-TZVPD" spin_multiplicity=1 homo_lumo_gap_ev=10.58 charge=0 lumo_ev=0.79 smiles="O=c1[nH]cn[nH]1"
O 1.8426 -1.2557 0.2201
C 0.8210 -0.5960 0.1477
N -0.3076 -0.4330 0.8939
C -1.2496 0.6484 0.0054
N -0.6043 1.0181 -1.0255
N 0.6369 0.1551 -1.0124
H -0.3477 -1.0084 1.7551
H -2.2205 0.8532 0.4522
H 1.4291 0.6183 -1.4365

***

#two
9
Properties=species:S:1:pos:R:3 method="wB97M-V/def2-TZVPD" spin_multiplicity=1 homo_lumo_gap_ev="6.71 / 8.02" charge=0 lumo_ev="-3.69 / -2.06"
C -1.2796 1.1919 1.9894
C -0.1363 -0.5729 -0.7143
N -1.4603 1.1752 3.1369
N -1.1982 1.5457 0.8377
N 0.6483 -0.3412 0.2680
O -1.3321 -0.2481 -0.8951
H 0.3049 -1.1293 -1.6214
H -1.5755 1.0555 0.0791
H 1.6070 -0.5376 0.3257

***

Relative energies, in kcal/mol, with the most stable structure set to zero: #one 0.0; #two 85.8.

***

#one
9
Properties=species:S:1:pos:R:3 method="wB97M-V/def2-TZVPD" spin_multiplicity=1 homo_lumo_gap_ev=10.14 charge=0 lumo_ev=0.89 smiles=Oc1c[nH]nn1
O -1.8881 0.4136 0.6166
C -0.6231 0.2966 0.1861
C 0.3053 -0.6033 0.5834
N 1.3671 -0.3800 -0.2428
N 1.0870 0.6412 -1.0913
N -0.0888 1.0826 -0.7997
H -2.2756 1.1561 0.1399
H 0.3634 -1.4092 1.2900
H 1.7528 -1.1977 -0.6821

***

#two
9
Properties=species:S:1:pos:R:3 method="wB97M-V/def2-TZVPD" spin_multiplicity=1 homo_lumo_gap_ev="7.26 / 7.21" charge=0 lumo_ev="-0.21 / -0.15"
C 0.9913 -0.4164 1.2961
C -0.5284 0.2188 -0.2987
N -0.2169 0.0300 0.8831
N 1.9167 -0.5664 -0.8063
N -1.4794 0.6786 -1.0815
O 1.9517 -0.6837 0.4374
H 1.2012 -0.5737 2.3350
H -2.3979 0.8808 -0.7058
H -1.4383 0.4321 -2.0593

***

Relative energies, in kcal/mol, with the most stable structure set to zero: #one 0.0; #two 126.5.

***

#one
9
Properties=species:S:1:pos:R:3 method="wB97M-V/def2-TZVPD" spin_multiplicity=1 homo_lumo_gap_ev=8.23 charge=0 lumo_ev=-0.49
O 1.5681 -0.8193 0.2531
C 0.7914 0.9871 -0.6482
N -0.1803 1.5656 0.0205
N -1.0846 0.5509 0.3588
C -0.7130 -0.6266 -0.0294
N 0.5029 -0.4453 -0.6669
H 2.3473 -0.4876 -0.2274
H -1.9071 0.7962 0.8919
H -1.3246 -1.5210 0.0476

***

#two
9
Properties=species:S:1:pos:R:3 method="wB97M-V/def2-TZVPD" spin_multiplicity=1 homo_lumo_gap_ev=9.20 charge=0 lumo_ev=-0.14 smiles=Oc1cnn[nH]1
O 1.8102 0.1448 -0.2395
C 0.4449 0.2086 -0.0717
C -0.4981 1.1306 -0.0185
N -1.8014 0.6063 -0.0961
N -1.6887 -0.6186 -0.2238
N -0.3194 -0.9459 0.1347
H 2.1732 -0.7849 0.3697
H -0.0116 2.1679 0.3057
H -0.1092 -1.9087 -0.1605

***

Relative energies, in kcal/mol, with the most stable structure set to zero: #one 51.3; #two 0.0.

***

#one
9
Properties=species:S:1:pos:R:3 method="wB97M-V/def2-TZVPD" spin_multiplicity=1 homo_lumo_gap_ev=9.84 charge=0 lumo_ev=0.77 smiles=On1cncn1
O -2.0940 -0.2652 -0.0337
N -0.7271 -0.1503 -0.1344
C 0.5524 -1.2003 0.0482
N 1.5192 -0.3750 -0.0307
C 1.0942 0.9099 -0.0485
N -0.2134 1.0329 -0.0123
H -2.2792 0.5179 0.5169
H 0.3586 -2.2427 -0.2087
H 1.7894 1.7728 -0.0968

***

#two
9
Properties=species:S:1:pos:R:3 method="wB97M-V/def2-TZVPD" spin_multiplicity=1 homo_lumo_gap_ev=10.37 charge=0 lumo_ev=0.40 smiles=On1ccnn1
O -0.1048 1.9041 0.8173
N 0.1704 0.7061 0.2187
C -0.4959 -0.4604 0.2260
C 0.1603 -1.2255 -0.7294
N 1.1372 -0.4449 -1.2434
N 1.1184 0.7193 -0.6926
H -0.7068 1.6996 1.5746
H -1.3277 -0.6411 0.8621
H 0.0488 -2.2571 -1.0333

***

Relative energies, in kcal/mol, with the most stable structure set to zero: #one 8.6; #two 0.0.

***

#one
10
Properties=species:S:1:pos:R:3 method="wB97M-V/def2-TZVPD" spin_multiplicity=1 homo_lumo_gap_ev=9.57 charge=0 lumo_ev=0.01
C -0.0426 0.5209 -0.9819
C 0.4104 -0.6666 -0.1461
C -0.5323 0.1271 0.9537
O -0.9051 1.0335 -0.0373
I -0.4203 -2.6300 -0.6862
I 0.8681 1.0225 2.4372
H 0.8448 1.1136 -0.9209
H -0.3985 0.5978 -2.0010
H 1.4265 -0.6596 0.0392
H -1.2510 -0.4592 1.3432

***

#two
10
Properties=species:S:1:pos:R:3 method="wB97M-V/def2-TZVPD" spin_multiplicity=1 homo_lumo_gap_ev=9.14 charge=0 lumo_ev=0.07
C -1.0189 -0.0602 0.1357
C 0.2629 0.7255 0.2099
C 1.4688 0.1896 0.1035
O -1.0682 -0.7674 -1.0760
I 1.7929 -1.8675 -0.1327
I 3.2018 1.3667 0.3502
H -1.8662 0.6298 0.2206
H -1.0440 -0.7617 0.9863
H 0.1704 1.7934 0.3583
H -1.8995 -1.2483 -1.1559

***

Relative energies, in kcal/mol, with the most stable structure set to zero: #one 19.0; #two 0.0.

***

#one
12
Properties=species:S:1:pos:R:3 method="wB97M-V/def2-TZVPD" spin_multiplicity=1 homo_lumo_gap_ev=8.90 charge=0 lumo_ev=0.30
N -1.1205 -1.0918 0.1220
N -0.0729 -0.0432 0.0223
Si -0.6300 1.3741 0.7342
Si 1.4533 -0.4981 -0.4467
H -0.6935 -1.9669 -0.1277
H -1.8066 -0.9746 -0.6490
H 0.5123 1.8696 1.6234
H -0.9400 2.1632 -0.5288
H -1.7403 0.8732 1.5962
H 2.1804 -0.5511 0.8087
H 1.0745 -1.8242 -1.0789
H 1.7833 0.6698 -2.0758

***

#two
12
Properties=species:S:1:pos:R:3 method="wB97M-V/def2-TZVPD" spin_multiplicity=1 homo_lumo_gap_ev=10.35 charge=0 lumo_ev=0.91 smiles=N[SiH](N)[SiH3]
N -1.2331 0.9035 -1.1058
Si -0.4180 -0.4218 -0.3557
N -1.2584 -0.5008 1.2045
Si 1.8583 -0.0087 0.1477
H -1.0441 1.7579 -0.6060
H -0.7857 1.0368 -2.0142
H -1.0896 -1.6113 -1.3415
H -2.2738 -0.6402 1.1659
H -1.0145 -0.9824 2.0216
H 2.1368 0.0814 1.6114
H 2.3341 1.2665 -0.1810
H 2.7878 -0.8810 -0.5469

***

Relative energies, in kcal/mol, with the most stable structure set to zero: #one 79.2; #two 0.0.

***

#one
8
Properties=species:S:1:pos:R:3 method="wB97M-V/def2-TZVPD" spin_multiplicity=1 homo_lumo_gap_ev=9.79 charge=0 lumo_ev=0.48 smiles="C=C=N.Cl"
C 0.0208 -1.3519 0.0277
C 0.1305 -0.2979 -0.6817
N -0.0349 0.6890 -1.4820
H -0.9186 -1.6118 0.5811
H 0.9114 -1.9381 0.0304
H 0.6123 1.4404 -1.2885
Cl -0.1394 2.1071 1.0607
H -0.5821 0.9632 1.7524

***

#two
8
Properties=species:S:1:pos:R:3 method="wB97M-V/def2-TZVPD" spin_multiplicity=1 homo_lumo_gap_ev=11.62 charge=0 lumo_ev=1.00 smiles=C#N.CCl
C -0.9070 2.6928 0.1675
N -1.5230 1.7416 0.0618
H -0.3443 3.5807 0.2914
C 0.4742 -1.6815 -0.2040
Cl 1.4312 -0.7566 0.9691
H 0.7935 -1.4029 -1.2020
H -0.5701 -1.4325 -0.0558
H 0.6455 -2.7415 -0.0280

***

#three
8
Properties=species:S:1:pos:R:3 method="wB97M-V/def2-TZVPD" spin_multiplicity=1 homo_lumo_gap_ev=10.88 charge=0 lumo_ev=1.21 smiles=Cl[C@@H]1CN1
Cl -1.4860 0.8026 1.2766
C -0.6915 -0.1522 0.0319
C 0.7790 -0.2622 0.1519
N 0.0721 0.4067 -0.9976
H -1.3376 -1.1923 -0.2250
H 1.2086 0.2324 1.0154
H 1.3354 -1.2525 0.0153
H 0.1200 1.4176 -1.2685

***

#four
8
Properties=species:S:1:pos:R:3 method="wB97M-V/def2-TZVPD" spin_multiplicity=1 homo_lumo_gap_ev=9.80 charge=0 lumo_ev=0.52
C 0.6360 -0.5293 0.2818
C -0.5303 0.0867 -0.4838
N 0.3876 0.9173 0.1403
Cl -2.1300 -0.0648 -0.0359
H 0.4067 -0.9820 1.2473
H 1.5663 -1.0134 -0.0639
H -0.5546 0.1359 -2.1802
H 0.2183 1.4496 1.0946

***

Relative energies, in kcal/mol, with the most stable structure set to zero: #one 31.7; #two 0.0; #three 24.9; #four 74.2.

***

#one
23
Properties=species:S:1:pos:R:3 method="wB97M-V/def2-TZVPD" spin_multiplicity=1 homo_lumo_gap_ev=9.73 charge=0 lumo_ev=0.50 smiles=C[C@@H](N)CCS.O.O
C -1.5473 0.0189 -0.6793
C -0.3566 -0.6025 0.0292
N -0.1940 -1.9923 -0.6781
C 0.9417 0.2015 -0.2848
C 2.2002 -0.1855 0.3784
S 2.4113 0.6573 2.0031
H -1.7585 1.1329 -0.6027
H -2.4742 -0.5361 -0.3816
H -1.5360 -0.1030 -1.8177
H -0.5298 -0.6437 1.1480
H 0.7414 -2.1332 -0.9238
H -0.2795 -2.7952 0.0170
H 1.2363 0.1905 -1.3366
H 0.7281 1.3540 -0.2010
H 2.2314 -1.2406 0.5965
H 3.0550 -0.1396 -0.2307
H 3.5698 1.2693 1.7936
O 0.1562 3.6024 -0.4151
H 1.1623 3.6046 -0.2198
H 0.1175 3.2435 -1.3039
O -3.5288 -1.8690 1.0900
H -3.6632 -1.0811 0.5673
H -2.6832 -1.9534 1.4522

***

#two
23
Properties=species:S:1:pos:R:3 method="wB97M-V/def2-TZVPD" spin_multiplicity=1 homo_lumo_gap_ev=9.08 charge=0 lumo_ev=0.44 smiles=CSCCCN.O.O
C -1.5010 -0.3325 2.5117
S 0.0408 0.4581 2.0827
C 0.5177 -0.1818 0.3714
C 1.9413 0.2953 0.1454
C 2.1149 0.3909 -1.3816
N 1.9788 -0.8393 -2.1832
H -1.6983 -1.2134 1.8692
H -2.2779 0.4081 2.3459
H -1.6294 -0.6426 3.5427
H -0.2430 0.1752 -0.3162
H 0.4873 -1.2110 0.6793
H 2.7106 -0.2760 0.6735
H 2.0661 1.3886 0.3624
H 1.5304 1.1955 -1.8159
H 3.1535 0.7369 -1.4714
H 2.6574 -1.5194 -1.8531
H 1.0905 -1.2771 -1.9365
O -2.6210 2.9274 -0.2916
H -1.8389 3.3120 0.1237
H -2.2422 2.2310 -0.8528
O -1.7447 -2.1349 -1.0967
H -2.6845 -2.2709 -1.2177
H -1.8087 -1.6202 -0.2911

***

#three
23
Properties=species:S:1:pos:R:3 method="wB97M-V/def2-TZVPD" spin_multiplicity=1 homo_lumo_gap_ev=5.35 charge=0 lumo_ev=-3.43
C 1.7956 1.8186 -0.4900
C 0.8084 0.9913 0.3369
C -0.0421 1.8684 1.2463
C -1.3664 1.1897 1.5538
S -1.3822 -0.6094 1.8939
N -0.1157 0.3393 -0.5705
H 2.0880 2.7579 -0.0337
H 2.7069 1.2284 -0.6343
H 1.4799 1.9394 -1.5296
H 1.3704 0.2925 0.9537
H -0.2490 2.7784 0.6691
H 0.4807 2.1555 2.1498
H -2.0972 1.4006 0.7690
H -1.8502 1.6239 2.4474
H 0.5596 -1.4163 -0.0920
H 0.3697 -0.2573 -1.2845
H -0.6160 -0.4123 -0.1225
H -1.5916 -3.1127 0.6563
H -0.3327 -2.8139 -0.0193
O -1.0267 -3.4624 -0.0268
H 0.1333 -2.8028 -2.0016
H -1.0359 -2.6927 -2.9536
O -0.0869 -2.8041 -2.9176

***

Relative energies, in kcal/mol, with the most stable structure set to zero: #one 14.0; #two 0.0; #three 112.9.